Entry 1:
Computed, not measured: a cluster of 2 separate species, C4H8O in total at a distorted geometry, with wB97M-V/def2-TZVPD.

HOMO-LUMO gap ... 3.98 eV

The geometry in XYZ format:
```
13
Properties=species:S:1:pos:R:3:forces:R:3
C 0.86010 0.11807 0.50067 -2.9 2.4 2.2
C -1.83974 0.16289 -1.00935 3.7 0.1 3.5
O 3.01078 -0.50414 -0.80052 -1.1 1.0 1.3
C -1.70910 0.19397 0.37236 -0.8 -0.7 0.7
C -0.48614 0.21911 1.21087 0.7 -0.1 -4.6
H 0.72144 -0.13246 -0.48118 -0.3 -0.5 -2.5
H 1.49547 -0.61825 0.87142 1.6 -1.6 1.1
H 1.50606 1.01845 0.46232 -0.3 -0.2 0.4
H -2.76458 0.21014 -1.48695 -1.1 -0.1 -0.9
H -0.82984 0.11113 -1.43491 -0.9 0.2 -1.1
H 3.34338 -1.13733 -1.40445 0.6 -1.0 -1.0
H -2.64961 0.07429 0.94590 0.6 0.5 -0.2
H -0.65823 0.28411 2.25381 0.2 -0.1 0.9
```
Forces are in eV/Å.

These are the Löwdin partial charges, in e, on atoms 1 to 2: number 1, C, carries -0.1145; number 2, C, carries 0.1349

Entry 2:
Computed, not measured: a cluster of 6 separate species, C64H70F6NO3PS in total at a distorted geometry, with wB97M-V/def2-TZVPD.

HOMO-LUMO gap ... 8.11 eV
SMILES ... COCCCCCCCCCCCCc1ccc2c(c1P(O)O)Sc1c(cc(C)cc1C(F)(F)c1cccc(C(F)(F)F)c1)N2F.c1ccccc1.c1ccccc1.c1ccccc1.c1ccccc1.c1ccccc1

The geometry in XYZ format:
```
146
Properties=species:S:1:pos:R:3:forces:R:3
C 6.16119 -1.41388 0.30196 0.0 0.5 0.7
O 6.45406 -2.03102 -0.95188 -0.7 -0.1 0.2
C 5.26398 -2.54685 -1.57205 -0.4 -0.7 0.2
C 5.57544 -3.53468 -2.75948 0.3 0.6 -0.1
C 4.39078 -3.58534 -3.82293 0.8 -0.8 0.4
C 4.82301 -3.12161 -5.28439 -0.5 0.0 0.6
C 4.20111 -1.70951 -5.69180 0.6 -0.1 -0.1
C 5.32971 -0.65491 -6.09421 -0.3 -1.2 0.0
C 6.13560 -0.22764 -4.80020 0.8 0.2 -0.6
C 6.32857 1.33740 -4.65047 -1.6 0.0 -0.3
C 5.01461 1.97543 -4.00973 0.4 -0.3 -0.3
C 4.79730 1.52593 -2.52030 -0.1 0.8 0.2
C 3.53684 2.21955 -1.81408 1.0 -1.4 -0.7
C 2.31386 2.02387 -2.78000 -0.7 1.1 -0.2
C 0.92536 2.34144 -2.14976 -1.4 0.1 0.7
C 0.44113 3.71920 -1.97317 -1.2 -2.0 0.7
C -0.88094 3.98999 -1.41808 0.5 -1.5 -0.3
C -1.77823 2.88891 -1.01357 3.4 0.0 -1.6
C -1.25534 1.51968 -1.19926 -0.7 1.4 0.0
C 0.06558 1.21626 -1.74953 0.0 2.6 -0.5
P 0.50817 -0.61341 -1.90231 -1.8 -1.0 1.6
O 0.06754 -1.00648 -3.47762 1.1 0.7 0.7
O 2.16554 -0.82708 -1.66241 -0.6 0.8 -1.1
S -2.42698 0.19298 -0.71406 -0.4 0.8 -0.6
C -4.00107 0.88497 -1.34856 0.2 1.2 0.0
C -4.14195 2.34816 -1.16859 -2.6 -0.5 -1.5
C -5.34855 3.00860 -1.67453 0.2 -2.8 -0.5
C -6.37102 2.18273 -2.35972 1.5 -0.4 0.6
C -7.61342 2.94777 -2.91677 0.1 -0.2 1.0
C -6.21254 0.73289 -2.49972 1.3 1.6 0.8
C -5.00211 0.05088 -1.99671 -0.5 2.5 0.0
C -4.86573 -1.48202 -2.21140 -1.3 -0.4 -1.1
F -5.32193 -2.16451 -1.06329 1.2 0.8 -1.0
F -3.56005 -1.87158 -2.54225 -1.4 0.5 1.2
C -5.76293 -2.02405 -3.39404 0.0 -0.4 -1.6
C -5.09986 -2.15335 -4.70185 -1.7 -0.6 -0.6
C -5.79616 -2.68028 -5.88828 -1.1 0.3 3.0
C -7.19160 -3.08179 -5.70648 1.1 0.8 1.1
C -7.86281 -2.92367 -4.40584 1.3 -0.1 -0.2
C -9.38447 -3.37774 -4.38439 1.6 1.0 -0.2
F -9.56283 -4.50159 -5.15931 -0.2 1.4 1.3
F -9.83205 -3.59993 -3.10127 0.2 0.1 -2.0
F -10.11507 -2.35044 -4.95523 0.3 -1.5 0.9
C -7.15855 -2.39325 -3.21465 0.7 -0.5 -2.4
N -3.11517 3.15731 -0.50025 0.6 -2.2 -1.0
F -3.38343 4.48982 -0.76099 -0.2 0.3 0.0
H 6.39180 -0.30762 0.27750 -0.2 -1.0 -0.2
H 5.07394 -1.52384 0.57914 1.0 0.1 -0.2
H 6.77357 -1.85765 1.14030 -0.5 0.3 -1.0
H 4.70146 -3.13775 -0.78313 0.4 0.6 -0.8
H 4.58177 -1.69901 -1.86728 0.7 -0.7 0.0
H 5.79544 -4.54162 -2.31710 -0.3 0.8 -0.4
H 6.51339 -3.23405 -3.31359 -0.9 -0.1 0.8
H 4.07826 -4.66886 -3.88209 0.0 1.2 0.1
H 3.54489 -2.98145 -3.40160 0.5 -0.6 -0.7
H 4.48357 -3.94493 -5.97615 0.3 1.1 0.4
H 5.94343 -3.08905 -5.35214 -1.0 0.0 0.1
H 3.65462 -1.29926 -4.80119 0.2 -0.3 -0.9
H 3.47481 -1.90022 -6.52202 0.5 0.5 0.7
H 4.91143 0.20503 -6.68497 0.3 -0.6 0.8
H 6.00803 -1.21859 -6.79969 -0.5 0.8 0.6
H 7.16574 -0.66833 -4.88890 -0.9 0.2 0.3
H 5.64594 -0.69736 -3.90930 0.5 0.5 -0.6
H 7.24787 1.63004 -4.08459 -0.8 -0.3 -0.5
H 6.35795 1.74521 -5.70559 0.4 -0.3 1.1
H 4.17736 1.67141 -4.70655 0.7 0.2 0.9
H 5.04915 3.10260 -4.06734 0.1 -1.0 0.2
H 5.72707 1.83754 -1.95460 -0.9 -0.5 -0.5
H 4.67024 0.41208 -2.43119 0.2 1.1 -0.2
H 3.42546 1.66091 -0.83690 -0.2 0.8 -0.9
H 3.79063 3.29010 -1.60180 -0.6 -0.8 -0.2
H 2.44076 2.74307 -3.64438 -0.1 -0.7 0.9
H 2.28382 1.00545 -3.26287 0.2 1.0 0.8
H 1.09034 4.57374 -2.26654 -0.6 -0.8 0.2
H -1.18927 5.06383 -1.34344 0.2 -1.3 0.0
H -0.61519 -1.69775 -3.39891 0.5 0.3 0.1
H 2.43995 -0.49615 -0.78708 -0.4 -0.1 -0.4
H -5.52624 4.10420 -1.59135 0.4 -1.1 0.0
H -7.95219 3.64298 -2.09638 0.2 -0.6 -0.9
H -7.38468 3.58722 -3.80965 -0.1 -0.8 0.7
H -8.46644 2.25040 -3.11826 0.8 0.6 0.0
H -7.02913 0.18806 -3.02641 0.9 0.4 0.6
H -4.03162 -1.86232 -4.86408 -1.2 -0.2 0.6
H -5.23859 -2.78817 -6.85186 -0.8 0.1 1.0
H -7.72782 -3.51329 -6.59104 0.4 0.5 1.2
H -7.66547 -2.28359 -2.22171 0.5 -0.2 -1.2
C -9.35548 -2.80442 0.25868 0.0 0.0 0.1
C -8.23180 -2.26703 0.87583 0.0 0.0 -0.1
C -8.29256 -1.86245 2.20296 -0.1 -0.1 0.0
C -9.47707 -2.00329 2.91815 0.0 0.0 -0.1
C -10.59993 -2.54309 2.30243 0.0 0.0 0.0
C -10.54090 -2.93946 0.97176 0.0 0.0 0.0
H -9.31387 -3.11817 -0.77763 0.0 0.0 0.1
H -7.30623 -2.16244 0.32058 0.0 0.0 0.1
H -7.41721 -1.43781 2.68098 0.0 -0.1 0.0
H -9.52422 -1.69186 3.95569 0.0 0.0 0.0
H -11.52272 -2.65414 2.86034 0.0 0.0 0.0
H -11.41838 -3.35521 0.49041 0.0 0.0 0.0
C 6.04805 0.62246 3.65253 0.0 0.0 0.0
C 7.27571 0.06465 3.98918 0.0 0.0 0.0
C 7.52675 -0.32476 5.29913 -0.1 0.0 0.0
C 6.54550 -0.16524 6.27145 0.0 0.0 -0.1
C 5.31673 0.38895 5.93356 0.0 0.0 0.0
C 5.06913 0.78689 4.62516 0.0 0.0 0.0
H 5.85365 0.92935 2.63094 0.0 0.0 0.0
H 8.03825 -0.06592 3.22930 0.0 0.0 0.0
H 8.48638 -0.75355 5.56303 -0.1 0.0 0.0
H 6.73948 -0.47340 7.29246 0.0 0.0 0.0
H 4.55118 0.51168 6.69122 0.0 0.0 0.0
H 4.11259 1.22407 4.36312 0.0 0.0 0.0
C -8.75926 2.81830 5.76065 0.0 0.0 0.0
C -7.82889 3.73781 5.29165 0.0 0.0 0.0
C -7.14047 3.49000 4.11012 0.0 0.0 0.0
C -7.38972 2.32633 3.39220 0.0 0.0 0.0
C -8.32288 1.40842 3.85934 0.0 0.0 0.0
C -9.00457 1.65206 5.04550 0.0 0.1 0.0
H -9.29358 3.01038 6.68398 0.0 0.0 0.0
H -7.63944 4.64857 5.84821 0.0 0.0 0.0
H -6.41004 4.20427 3.74800 0.0 0.0 0.0
H -6.85620 2.13496 2.46781 0.0 0.0 0.0
H -8.51819 0.50159 3.29860 0.0 0.1 0.0
H -9.72844 0.93336 5.41244 0.0 0.0 0.0
C -0.26562 -0.72950 1.71370 0.0 0.1 0.1
C 0.96359 -1.31548 1.99038 -0.1 0.1 0.1
C 1.27021 -1.71185 3.28657 0.0 0.0 0.0
C 0.34218 -1.53059 4.30510 0.0 0.0 0.0
C -0.88882 -0.94793 4.02745 0.0 0.0 0.0
C -1.19114 -0.54349 2.73252 0.0 0.0 0.0
H -0.50288 -0.41702 0.70215 0.1 -0.1 0.3
H 1.68504 -1.46366 1.19381 0.0 -0.1 0.0
H 2.23187 -2.16308 3.50313 0.0 0.0 0.0
H 0.57866 -1.84392 5.31541 0.0 0.0 0.0
H -1.61328 -0.80815 4.82173 0.0 0.0 0.0
H -2.14895 -0.08402 2.51660 0.0 0.0 0.0
C 10.26828 1.63104 6.53215 0.0 0.0 0.1
C 9.30171 2.08509 7.42193 0.0 0.0 0.0
C 9.68321 2.66699 8.62493 0.1 0.0 0.0
C 11.03142 2.80369 8.93412 0.0 0.0 0.0
C 11.99743 2.35310 8.04289 0.0 0.0 0.0
C 11.61636 1.76300 6.84390 0.0 0.0 0.0
H 9.97109 1.17430 5.59552 0.0 0.1 0.0
H 8.25035 1.98442 7.17755 0.1 0.0 0.0
H 8.92954 3.01513 9.32174 0.0 0.0 0.0
H 11.32879 3.26190 9.87032 0.0 0.0 0.0
H 13.04892 2.46129 8.28351 -0.1 0.0 0.0
H 12.37015 1.40678 6.15136 0.0 0.0 0.0
```
Forces are in eV/Å.

These are the Löwdin partial charges, in e, on atoms 1 to 2: number 1, C, carries -0.1277; number 2, O, carries -0.2058

Entry 3:
Computed, not measured: a cluster of 2 separate species, C10H12ClNO in total at a distorted geometry, with wB97M-V/def2-TZVPD.

HOMO-LUMO gap (spin up / spin down) ... 8.81 / 6.60 eV

The geometry in XYZ format:
```
25
Properties=species:S:1:pos:R:3:forces:R:3
C -2.25318 -0.15940 -1.81731 1.0 -1.2 1.0
C -1.47910 -1.34001 -1.51895 -1.9 1.8 -1.5
C -2.10195 0.98759 -1.08353 -2.9 1.5 -1.7
C -0.51460 -1.29846 -0.54081 -1.1 0.4 1.1
C -1.21565 1.05567 -0.05789 2.0 0.4 0.5
C -0.43770 -0.06049 0.05386 0.6 0.1 0.7
C 2.20365 0.67429 1.22402 0.5 1.8 -2.2
C 0.16374 -2.47233 0.03361 0.6 -1.5 0.0
C -1.09389 2.31445 0.73459 -2.4 0.5 -3.8
C 2.93991 -0.01607 0.02605 -0.5 -1.7 0.0
N 1.42678 -0.21870 1.88532 -1.3 -2.1 -0.9
O 2.29735 1.86987 1.44642 0.2 -0.6 0.2
Cl 0.55182 0.22268 3.21193 -0.1 0.8 0.7
H -3.08603 -0.13362 -2.46851 -0.4 -0.6 -1.0
H -1.75670 -2.21828 -2.08493 0.3 -0.4 0.2
H -2.82319 1.90725 -1.30385 1.7 -2.0 0.5
H -0.00464 -3.42792 -0.60427 0.4 1.6 1.4
H 1.17170 -2.12853 0.04456 1.3 -0.7 -0.5
H 0.11696 -2.58123 1.15774 -1.0 -0.2 -1.3
H -0.21294 2.24887 1.20863 3.0 0.9 2.1
H -1.33990 3.21265 0.06869 1.2 -1.1 0.8
H -1.94952 2.28813 1.30990 -1.5 0.1 2.2
H 2.89902 0.42871 -0.96930 -0.3 1.0 0.5
H 2.48627 -1.04228 -0.20804 1.0 1.4 0.9
H 4.01179 -0.11283 0.25207 -0.4 -0.1 0.1
```
Forces are in eV/Å.

These are the Löwdin partial charges, in e, on atoms 1 to 2: number 1, C, carries -0.0593; number 2, C, carries -0.0227

Entry 4:
Computed, not measured: an isolated molecule of C7H6O2 at a distorted geometry, with wB97M-V/def2-TZVPD.

HOMO-LUMO gap ... 10.32 eV
SMILES ... O=COc1ccccc1

The geometry in XYZ format:
```
15
Properties=species:S:1:pos:R:3:forces:R:3
C -2.34012 0.06008 0.21810 -0.4 0.0 0.9
C -0.21490 0.08559 -0.52781 0.0 -0.7 -1.4
C 0.36855 -1.17781 -0.50329 0.4 1.7 0.7
C 1.72188 -1.20913 -0.05042 -2.1 -0.1 -1.3
C 2.35300 -0.07509 0.36450 0.5 2.4 1.4
C 1.69571 1.19005 0.27213 0.5 1.0 0.1
C 0.42842 1.29642 -0.31457 2.2 -4.1 1.4
H -3.36690 0.48342 -0.00136 0.8 -0.7 0.5
H -0.32296 -1.99390 -0.71395 0.8 -0.2 0.0
H 2.24601 -2.10830 -0.14842 0.7 -1.4 0.4
H 3.32567 -0.09236 0.93296 -1.0 -0.2 -1.1
H 2.16056 2.14719 0.68442 -0.4 -1.6 -0.7
H -0.16641 2.09545 -0.43304 -1.4 3.2 -0.2
O -1.89530 -0.38942 1.24952 -1.3 0.6 -0.7
O -1.59860 0.19539 -0.88357 0.9 0.1 0.0
```
Forces are in eV/Å.

These are the Löwdin partial charges, in e, on atoms 1 to 2: number 1, C, carries -0.3301; number 2, C, carries -0.2616